# C6H8ClNO2

One molecule with the formula C6H8ClNO2 (ωB97M-V/def2-TZVPD, the OMol25 dataset).

Element x y z (Å)
O: 2.898 1.152 0.439
C: 2.617 0.012 0.305
Cl: 3.540 -1.254 1.151
C: 1.474 -0.512 -0.515
C: 0.149 -0.047 0.089
C: -0.992 -1.051 0.167
N: -2.051 -0.186 0.690
C: -1.877 1.117 0.237
O: -2.610 2.046 0.482
C: -0.589 1.126 -0.572
H: 1.609 -0.072 -1.506
H: 1.526 -1.592 -0.612
H: 0.302 0.279 1.123
H: -1.257 -1.402 -0.841
H: -0.814 -1.942 0.767
H: -2.994 -0.542 0.729
H: -0.886 0.807 -1.575
H: -0.046 2.063 -0.558

Values from the calculation:
- LUMO energy: 0.562 eV
- Largest force on an atom: 0.69 eV/Å
- Energy: -898.87995 Ha
- 2S+1: 1
- Highest occupied orbital energy: -9.829 eV